## one
Here is a structure of composition C25H19ClN2O8PTc from the OMol25 dataset. Energies are from ωB97M-V/def2-TZVPD.

Each line ends with the Löwdin charge.
Cartesian coordinates (Å):
Tc  1.07  -0.75  0.69  1.636
O  1.64  -4.16  -2.03  0.105
C  1.77  -3.17  -1.35  -0.587
O  1.50  -1.95  -1.57  -0.072
C  2.43  -3.37  0.05  -0.137
C  2.97  -4.56  0.49  0.051
C  3.64  -4.57  1.70  0.015
C  3.82  -3.38  2.40  0.049
C  3.22  -2.24  1.91  -0.172
N  2.51  -2.27  0.77  -0.009
C  3.31  -0.84  2.49  -0.520
O  4.06  -0.56  3.37  0.174
O  2.50  -0.01  1.84  -0.175
H  2.85  -5.45  -0.12  0.135
H  4.06  -5.49  2.09  0.126
H  4.38  -3.33  3.32  0.137
N  2.04  0.54  -0.87  0.011
C  1.51  1.84  -1.22  -0.279
C  2.27  2.75  -1.94  -0.007
C  1.72  3.97  -2.30  -0.043
C  0.43  4.30  -1.93  -0.045
C  -0.32  3.41  -1.17  -0.060
C  0.22  2.18  -0.83  -0.293
P  -0.66  0.91  0.12  1.077
C  -1.49  -0.02  -1.20  -0.275
C  -2.19  0.57  -2.25  -0.059
C  -2.78  -0.23  -3.21  -0.047
C  -2.68  -1.62  -3.12  -0.031
C  -1.98  -2.22  -2.09  0.027
C  -1.38  -1.41  -1.14  -0.301
C  -1.94  1.86  0.98  -0.385
C  -1.55  2.83  1.90  -0.089
C  -2.51  3.57  2.57  -0.057
C  -3.86  3.33  2.34  -0.053
C  -4.25  2.36  1.42  -0.052
C  -3.29  1.61  0.75  -0.074
H  3.02  0.64  -0.63  0.124
H  2.01  -0.08  -1.70  0.104
H  3.29  2.52  -2.22  0.125
H  2.31  4.68  -2.87  0.119
H  0.01  5.26  -2.21  0.118
H  -1.31  3.67  -0.84  0.116
H  -2.25  1.65  -2.31  0.116
H  -3.32  0.21  -4.04  0.116
H  -3.14  -2.24  -3.88  0.121
H  -1.87  -3.29  -2.03  0.138
H  -1.12  -2.49  0.52  0.101
H  -0.50  3.01  2.08  0.118
H  -2.21  4.32  3.29  0.114
H  -4.61  3.89  2.87  0.114
H  -5.29  2.18  1.24  0.114
H  -3.60  0.85  0.05  0.108
O  -1.66  -0.62  2.43  -0.455
Cl  -1.04  -1.85  2.91  0.993
O  -1.63  -2.98  2.19  -0.414
O  0.43  -1.80  2.47  -0.551
O  -0.59  -1.95  -0.15  -0.161

Charge = +1
E_HOMO (alpha / beta) = -12.3 / -12.3 eV
2S+1 = 2
Lowest unoccupied orbital energy (alpha / beta) = -6.08 / -5.95 eV
Orbital gap (alpha / beta) = 0.23008 / 0.23348 Ha

=====

## two
Here is a structure of composition C25H19ClN2O8PTc from the OMol25 dataset. Energies are from ωB97M-V/def2-TZVPD.

Each line ends with the Löwdin charge.
Cartesian coordinates (Å):
Tc  0.14  -0.95  -1.55  1.529
O  3.71  0.86  -1.71  0.180
C  2.56  0.61  -1.83  -0.487
O  1.97  -0.53  -1.41  -0.223
C  1.50  1.54  -2.38  -0.132
C  1.66  2.78  -2.96  0.065
C  0.53  3.42  -3.47  0.014
C  -0.72  2.81  -3.37  0.066
C  -0.79  1.57  -2.76  -0.151
N  0.30  0.99  -2.28  0.016
C  -2.01  0.73  -2.51  -0.507
O  -3.12  1.04  -2.80  0.174
O  -1.67  -0.36  -1.81  -0.202
H  2.65  3.22  -3.03  0.140
H  0.63  4.38  -3.94  0.127
H  -1.61  3.27  -3.77  0.140
N  -0.84  -2.65  -0.64  -0.031
C  -1.77  -2.35  0.45  -0.288
C  -2.87  -3.15  0.68  -0.001
C  -3.70  -2.84  1.75  -0.037
C  -3.43  -1.75  2.57  -0.045
C  -2.32  -0.95  2.33  -0.049
C  -1.48  -1.25  1.26  -0.303
P  -0.04  -0.25  0.76  1.073
C  1.38  -0.78  1.72  -0.346
C  1.31  -1.90  2.55  -0.075
C  2.44  -2.37  3.19  -0.059
C  3.66  -1.72  3.02  -0.050
C  3.74  -0.60  2.20  -0.044
C  2.61  -0.13  1.55  -0.106
C  -0.43  1.46  1.17  -0.338
C  -1.60  2.00  0.61  -0.092
C  -1.97  3.30  0.92  -0.053
C  -1.19  4.06  1.79  -0.054
C  -0.06  3.52  2.36  -0.055
C  0.32  2.21  2.06  -0.065
H  -1.28  -3.27  -1.33  0.127
H  -0.07  -3.20  -0.27  0.125
H  -3.09  -3.99  0.04  0.126
H  -4.58  -3.45  1.94  0.119
H  -4.09  -1.52  3.39  0.117
H  -2.12  -0.09  2.95  0.123
H  0.36  -2.41  2.70  0.104
H  2.38  -3.24  3.83  0.114
H  4.54  -2.08  3.53  0.115
H  4.68  -0.09  2.06  0.119
H  2.70  0.73  0.91  0.103
H  -2.25  1.40  0.00  0.101
H  -2.88  3.71  0.49  0.117
H  -1.49  5.07  2.03  0.115
H  0.53  4.10  3.05  0.115
H  1.20  1.79  2.53  0.101
O  2.57  -2.27  -4.04  -0.235
Cl  1.24  -2.59  -3.76  0.721
O  0.62  -3.39  -4.72  -0.232
O  1.12  -3.16  -2.41  -0.385
O  0.43  -1.31  -3.63  -0.443

Charge = +1
E_HOMO (alpha / beta) = -12.4 / -12.3 eV
2S+1 = 2
Lowest unoccupied orbital energy (alpha / beta) = -4.77 / -4.79 eV
Orbital gap (alpha / beta) = 0.27996 / 0.27667 Ha

=====

In kJ/mol, relative to the most stable structure: one 0.0; two 26.4.